Record 1
Molecular formula: C19H23IN5O3S2Tm
Method: DFT, ωB97M-V with the def2-TZVPD basis set

Structure (XYZ):
```
54
Properties=species:S:1:pos:R:3:forces:R:3
C -2.448 -0.291 -4.305 -2.320 -2.383 -1.470
I -1.147 1.133 -3.957 2.630 2.752 1.168
H -2.782 -0.859 -3.437 0.163 0.273 0.121
H -1.946 -0.976 -5.004 -0.635 0.031 0.160
H -3.313 0.196 -4.787 0.210 -0.664 0.132
C 1.043 3.963 1.726 -0.945 0.874 0.604
C -0.299 4.240 1.860 1.053 0.179 0.335
N -0.973 3.225 1.229 -1.509 0.837 -0.325
C -0.086 2.382 0.638 -1.038 -2.782 -1.062
N 1.146 2.818 0.996 1.752 0.140 0.122
H 1.888 4.466 2.171 -0.070 -0.059 -0.148
H -0.833 5.017 2.392 0.283 -0.102 -0.053
C 2.676 -3.478 -0.120 -0.441 0.096 0.089
C 1.288 -1.815 0.536 0.743 -1.420 -0.214
N 2.569 -2.191 0.389 -0.496 -0.433 -0.315
H 1.034 -4.870 -0.642 0.032 -0.147 -0.060
N 0.554 -2.917 0.116 1.659 -0.539 -0.531
H 3.626 -3.942 -0.336 -0.131 0.038 0.085
Tm -0.679 -0.858 1.022 -0.660 4.811 0.243
C -0.226 1.152 0.005 4.274 1.205 1.272
O -1.279 0.596 -0.455 -5.007 -1.831 -1.553
C 1.411 -3.934 -0.278 0.174 0.012 -0.046
C -0.893 -3.038 0.042 -0.920 -0.741 -0.556
H -1.172 -4.001 -0.410 0.225 0.415 0.250
H -1.346 -2.246 -0.615 0.279 -0.753 0.109
H -1.385 -3.001 1.055 0.105 -0.437 -0.473
C 3.700 -1.343 0.680 0.521 0.679 0.170
H 4.620 -1.926 0.567 -0.200 0.033 0.029
H 3.650 -0.950 1.703 -0.192 -0.223 -0.200
H 3.739 -0.491 -0.013 -0.130 -0.278 0.155
C 2.299 2.046 0.620 -0.058 0.115 0.151
H 3.096 2.715 0.265 0.137 -0.117 0.316
H 1.949 1.400 -0.209 0.124 0.272 0.207
H 2.589 1.378 1.450 0.184 0.384 -0.255
C -2.386 2.923 1.288 0.193 -0.033 0.098
H -2.730 2.604 0.296 0.041 0.041 0.237
H -2.928 3.821 1.603 0.035 -0.114 -0.006
H -2.576 2.096 1.996 -0.019 0.245 -0.206
O 1.694 1.322 3.838 1.022 -0.166 0.347
S 1.178 -0.011 4.063 -4.441 -0.160 -1.184
O 2.058 -1.148 3.916 1.247 0.028 0.140
N -0.138 -0.233 3.022 2.681 -0.030 0.520
C -1.339 -0.384 3.654 0.074 0.700 3.836
S -2.708 -0.698 2.706 -1.359 -0.604 -0.459
C -1.226 -0.310 5.089 -1.009 -0.344 -3.437
C -2.224 -0.442 6.073 -0.218 0.017 1.511
C -1.859 -0.338 7.418 -0.658 -0.195 -1.306
C -0.509 -0.144 7.785 0.928 0.182 0.513
C 0.493 -0.043 6.804 -0.700 0.003 -0.321
C 0.108 -0.110 5.467 2.241 0.176 1.419
H -3.251 -0.614 5.741 0.271 0.064 0.260
H -2.627 -0.415 8.193 0.209 -0.010 -0.184
H -0.240 -0.075 8.843 -0.066 -0.026 -0.309
H 1.546 0.088 7.057 -0.270 -0.007 0.074
```
Positions in Å, forces in eV/Å.

Results
HOMO-LUMO gap (spin up / spin down): 0.0711 / 0.0720 hartree
E: -3416.3323 a.u.
Total charge: -2
2S+1: 3
Maximum force: 5.55 eV Å⁻¹

***

Record 2
Molecular formula: C19H23N3O2S
Method: DFT, ωB97M-V with the def2-TZVPD basis set

Structure (XYZ):
```
48
Properties=species:S:1:pos:R:3:forces:R:3
C 2.523 -0.659 -2.973 0.966 -0.801 -0.557
C 1.603 0.591 -2.740 2.884 -2.121 1.009
C 0.752 0.650 -3.908 0.062 1.715 -3.758
C 2.679 1.748 -2.729 -0.502 -0.763 0.429
C 0.715 0.291 -1.545 0.451 2.000 1.416
C 0.335 -1.036 -1.239 -0.063 1.888 -0.615
C -0.329 -1.266 -0.061 -1.256 -0.234 -0.141
C -0.817 -2.650 0.129 -0.841 0.113 -1.418
C -1.307 -3.469 -0.899 0.958 2.987 1.395
S -1.808 -5.033 -0.420 0.924 0.601 2.059
C -1.312 -4.561 1.276 -1.013 -1.390 1.249
N -1.524 -5.381 2.298 -0.039 2.445 -1.820
C -1.439 -4.766 3.554 1.622 -3.216 0.500
O -1.630 -5.469 4.530 -0.597 0.762 0.464
C -0.803 -3.470 3.669 -0.891 1.846 -1.584
N -0.673 -2.685 2.634 1.204 -0.211 -0.287
N -0.849 -3.243 1.391 -1.475 -2.607 0.043
C -0.737 -0.166 0.740 -0.934 -2.971 2.650
C -0.363 1.097 0.538 0.116 1.937 -0.583
C -0.745 2.277 1.520 1.645 -0.811 0.635
C -1.434 3.426 0.854 -1.478 0.342 0.794
C 0.531 2.825 2.333 -0.476 -1.080 -0.413
C -1.762 1.815 2.528 -2.072 0.959 0.018
C 0.335 1.361 -0.667 0.021 -3.075 0.006
O 0.602 2.642 -0.866 1.133 0.392 -1.316
H 3.294 -0.411 -3.735 -0.063 0.364 0.817
H 3.021 -0.983 -2.022 -0.403 0.095 -0.961
H 2.118 -1.526 -3.555 -0.563 0.372 1.164
H 0.055 -0.139 -3.942 -1.019 -0.983 0.271
H 0.171 1.619 -3.950 0.674 -0.883 -0.400
H 1.403 0.421 -4.853 -1.199 1.141 1.254
H 3.393 1.846 -1.857 -0.923 -0.492 -1.032
H 2.132 2.625 -2.842 -0.839 2.001 0.429
H 3.179 1.710 -3.701 0.427 -0.430 0.361
H 0.402 -1.786 -2.031 0.583 0.004 0.645
H -1.501 -2.978 -1.859 0.180 -0.789 0.297
H -0.585 -3.020 4.645 -0.183 -0.292 -0.442
H -1.340 -0.359 1.682 0.871 -0.123 -1.435
H -1.905 4.012 1.683 0.083 -0.288 -1.068
H -0.783 4.079 0.368 0.904 1.472 -0.861
H -2.141 3.061 0.117 -0.469 0.182 0.050
H 0.768 3.891 2.143 -0.430 -0.514 0.389
H 1.430 2.254 2.069 -0.180 0.091 0.053
H 0.285 2.569 3.382 0.576 0.755 -0.385
H -1.419 1.125 3.257 0.333 -1.304 0.225
H -2.666 1.465 1.922 0.935 0.232 1.330
H -2.061 2.683 3.201 0.161 -0.817 -1.109
H 0.209 2.974 -0.072 0.193 1.503 0.230
```
Positions in Å, forces in eV/Å.

Results
HOMO-LUMO gap: 0.2899 hartree
E: -1450.6109 a.u.
Energy above the lowest of the compared OMol25 structures with the same formula, charge and spin: 571.61 kJ/mol
Maximum force: 4.13 eV Å⁻¹
SMILES: CC(C)(C)c1cc(-c2csc3nc(=O)cnn23)cc(C(C)(C)C)c1O

***

Record 3
Molecular formula: C19H23N3O5
Method: DFT, ωB97M-V with the def2-TZVPD basis set

Structure (XYZ):
```
50
Properties=species:S:1:pos:R:3:forces:R:3
C 7.084 0.647 3.902 -0.348 -0.174 -0.283
C 6.510 0.160 2.585 0.479 0.125 -0.169
O 5.138 -0.177 2.794 -0.219 -0.010 0.141
C 4.484 -0.621 1.701 0.025 -0.122 0.044
O 4.985 -0.709 0.605 0.289 0.085 -0.261
N 3.209 -0.989 1.980 -0.072 -0.061 0.135
C 2.321 -1.360 0.902 0.029 0.192 -0.373
C 1.243 -0.282 0.719 0.214 -0.428 -0.277
N 0.560 -0.071 1.975 0.281 0.225 0.038
C -0.714 -0.390 2.279 -0.278 0.044 -0.351
O -1.152 -0.324 3.411 -0.306 -0.140 0.190
C -1.620 -0.848 1.132 -0.199 -0.308 0.344
O -1.578 0.093 0.079 -0.187 0.230 -0.328
C -2.403 -0.087 -0.980 -0.215 -0.356 -0.058
C -3.249 -1.128 -1.154 0.382 0.062 0.553
C -4.093 -1.256 -2.317 -0.044 0.095 -0.207
O -4.857 -2.191 -2.489 -0.022 -0.169 0.165
N -3.990 -0.241 -3.266 -0.205 -0.233 -0.043
C -4.837 -0.358 -4.435 -0.235 -0.183 -0.167
C -3.142 0.828 -3.129 0.475 0.380 0.307
C -3.060 1.831 -4.105 -0.089 -0.071 -0.058
C -2.201 2.895 -3.951 0.032 -0.031 0.086
C -1.393 3.003 -2.823 0.063 0.090 -0.012
C -1.457 2.032 -1.853 -0.110 -0.119 -0.035
C -2.321 0.942 -1.988 0.052 0.203 -0.120
C 1.460 0.329 3.041 0.052 -0.133 0.450
C 2.538 -0.743 3.237 -0.097 0.301 0.230
H 7.005 -0.131 4.656 0.045 -0.051 0.112
H 8.130 0.907 3.768 0.110 0.033 0.007
H 6.541 1.523 4.247 -0.002 0.108 0.067
H 6.573 0.933 1.811 0.007 -0.157 0.096
H 7.042 -0.726 2.221 -0.083 0.151 0.014
H 1.851 -2.319 1.146 -0.022 0.033 -0.051
H 2.918 -1.464 -0.006 -0.119 -0.045 0.093
H 1.724 0.657 0.423 -0.040 -0.056 -0.056
H 0.548 -0.572 -0.064 0.038 0.033 0.035
H -2.633 -0.928 1.543 0.209 0.022 -0.054
H -1.301 -1.842 0.783 -0.053 0.105 -0.027
H -3.353 -1.926 -0.437 0.012 -0.045 0.063
H -4.237 -0.426 -5.343 -0.011 0.049 -0.005
H -5.412 -1.276 -4.314 0.080 0.186 -0.081
H -5.521 0.489 -4.504 0.034 0.021 -0.034
H -3.672 1.779 -4.990 -0.069 -0.042 -0.063
H -2.156 3.655 -4.717 -0.014 0.048 -0.074
H -0.725 3.843 -2.713 0.062 0.068 0.023
H -0.847 2.092 -0.965 0.063 0.034 0.065
H 1.928 1.281 2.770 0.008 -0.028 0.020
H 0.871 0.453 3.951 0.110 0.041 -0.116
H 2.066 -1.674 3.569 0.012 0.069 0.044
H 3.266 -0.423 3.979 -0.125 -0.073 -0.020
```
Positions in Å, forces in eV/Å.

Results
HOMO-LUMO gap: 0.3243 hartree
E: -1278.3470 a.u.
Energy above the lowest of the compared OMol25 structures with the same formula, charge and spin: 164.39 kJ/mol
Maximum force: 0.68 eV Å⁻¹
SMILES: CCOC(=O)N1CCN(C(=O)COc2cc(=O)n(C)c3ccccc23)CC1

***

Record 4
Molecular formula: C19H23N3O5S2
Method: DFT, ωB97M-V with the def2-TZVPD basis set

Structure (XYZ):
```
52
Properties=species:S:1:pos:R:3:forces:R:3
C -6.888 -2.517 -1.488 0.171 0.194 -0.052
C -5.499 -1.936 -1.251 -0.100 -0.307 0.186
C -4.749 -2.706 -0.164 0.244 0.290 -0.196
C -3.331 -2.179 0.059 0.014 -0.307 0.122
N -3.326 -0.839 0.600 -0.272 -0.118 -0.387
C -2.961 -0.576 1.867 0.111 -0.130 -0.410
O -2.457 -1.362 2.638 0.009 -0.088 0.395
N -3.192 0.756 2.233 -0.281 0.874 -0.117
S -3.260 2.050 1.163 0.211 -0.262 0.304
O -3.415 3.215 1.975 0.279 -0.096 0.149
O -4.258 1.751 0.174 0.243 -0.047 -0.106
C -1.646 2.009 0.418 -0.679 0.084 0.126
C -1.467 1.460 -0.837 -0.048 0.067 0.021
C -0.196 1.361 -1.369 0.069 -0.049 -0.118
C 0.901 1.813 -0.633 -0.511 -0.080 -0.018
N 2.204 1.744 -1.101 0.189 0.267 0.370
C 2.675 1.159 -2.239 0.443 0.210 0.000
O 1.994 0.600 -3.069 -0.156 -0.172 -0.207
C 4.189 1.275 -2.368 0.019 -0.164 -0.041
C 4.928 0.302 -1.442 -0.236 0.371 -0.195
C 5.070 0.793 -0.017 -0.092 0.033 -0.247
O 4.542 1.814 0.391 0.160 -0.035 0.018
C 5.888 -0.027 0.858 0.464 -0.425 0.582
C 6.136 0.212 2.191 -0.194 0.054 -0.516
C 6.956 -0.761 2.779 0.140 -0.196 0.024
C 7.327 -1.732 1.895 -0.123 0.037 -0.330
S 6.685 -1.479 0.332 -0.086 0.329 0.455
C 0.700 2.377 0.632 -0.097 -0.052 -0.040
C -0.572 2.471 1.156 0.156 0.078 0.025
H -6.820 -3.558 -1.798 -0.036 -0.108 -0.028
H -7.480 -2.470 -0.577 -0.108 -0.021 0.080
H -7.408 -1.960 -2.263 -0.129 -0.004 -0.064
H -5.596 -0.887 -0.964 0.029 0.084 -0.051
H -4.926 -1.978 -2.180 0.061 0.078 -0.025
H -4.686 -3.759 -0.447 -0.024 -0.061 0.018
H -5.301 -2.644 0.776 -0.026 -0.070 0.068
H -2.800 -2.809 0.776 0.013 0.070 -0.164
H -2.781 -2.176 -0.889 0.006 -0.092 0.066
H -3.859 -0.127 0.117 -0.003 -0.168 0.062
H -2.895 0.988 3.167 0.078 0.093 0.069
H -2.328 1.127 -1.393 -0.045 -0.063 -0.127
H -0.040 0.935 -2.346 -0.017 0.004 0.003
H 2.916 2.105 -0.465 -0.097 -0.125 -0.282
H 4.501 2.297 -2.146 0.025 -0.014 -0.039
H 4.442 1.043 -3.403 -0.100 0.052 0.075
H 4.415 -0.664 -1.423 0.066 -0.068 0.010
H 5.933 0.120 -1.832 -0.015 -0.048 0.025
H 5.731 1.064 2.705 -0.096 0.160 0.048
H 7.261 -0.748 3.809 0.065 -0.025 0.166
H 7.946 -2.588 2.077 0.127 -0.163 0.072
H 1.551 2.732 1.195 0.077 0.054 0.080
H -0.751 2.909 2.125 0.099 0.077 0.146
```
Positions in Å, forces in eV/Å.

Results
HOMO-LUMO gap: 0.3052 hartree
E: -2074.7174 a.u.
Energy above the lowest of the compared OMol25 structures with the same formula, charge and spin: 64.02 kJ/mol
Maximum force: 0.93 eV Å⁻¹
SMILES: CCCCNC(=O)NS(=O)(=O)c1ccc(NC(=O)CCC(=O)c2cccs2)cc1

***

Copy entry 2 word for word.
Molecular formula: C19H23N3O2S
Method: DFT, ωB97M-V with the def2-TZVPD basis set

Structure (XYZ):
```
48
Properties=species:S:1:pos:R:3:forces:R:3
C 2.523 -0.659 -2.973 0.966 -0.801 -0.557
C 1.603 0.591 -2.740 2.884 -2.121 1.009
C 0.752 0.650 -3.908 0.062 1.715 -3.758
C 2.679 1.748 -2.729 -0.502 -0.763 0.429
C 0.715 0.291 -1.545 0.451 2.000 1.416
C 0.335 -1.036 -1.239 -0.063 1.888 -0.615
C -0.329 -1.266 -0.061 -1.256 -0.234 -0.141
C -0.817 -2.650 0.129 -0.841 0.113 -1.418
C -1.307 -3.469 -0.899 0.958 2.987 1.395
S -1.808 -5.033 -0.420 0.924 0.601 2.059
C -1.312 -4.561 1.276 -1.013 -1.390 1.249
N -1.524 -5.381 2.298 -0.039 2.445 -1.820
C -1.439 -4.766 3.554 1.622 -3.216 0.500
O -1.630 -5.469 4.530 -0.597 0.762 0.464
C -0.803 -3.470 3.669 -0.891 1.846 -1.584
N -0.673 -2.685 2.634 1.204 -0.211 -0.287
N -0.849 -3.243 1.391 -1.475 -2.607 0.043
C -0.737 -0.166 0.740 -0.934 -2.971 2.650
C -0.363 1.097 0.538 0.116 1.937 -0.583
C -0.745 2.277 1.520 1.645 -0.811 0.635
C -1.434 3.426 0.854 -1.478 0.342 0.794
C 0.531 2.825 2.333 -0.476 -1.080 -0.413
C -1.762 1.815 2.528 -2.072 0.959 0.018
C 0.335 1.361 -0.667 0.021 -3.075 0.006
O 0.602 2.642 -0.866 1.133 0.392 -1.316
H 3.294 -0.411 -3.735 -0.063 0.364 0.817
H 3.021 -0.983 -2.022 -0.403 0.095 -0.961
H 2.118 -1.526 -3.555 -0.563 0.372 1.164
H 0.055 -0.139 -3.942 -1.019 -0.983 0.271
H 0.171 1.619 -3.950 0.674 -0.883 -0.400
H 1.403 0.421 -4.853 -1.199 1.141 1.254
H 3.393 1.846 -1.857 -0.923 -0.492 -1.032
H 2.132 2.625 -2.842 -0.839 2.001 0.429
H 3.179 1.710 -3.701 0.427 -0.430 0.361
H 0.402 -1.786 -2.031 0.583 0.004 0.645
H -1.501 -2.978 -1.859 0.180 -0.789 0.297
H -0.585 -3.020 4.645 -0.183 -0.292 -0.442
H -1.340 -0.359 1.682 0.871 -0.123 -1.435
H -1.905 4.012 1.683 0.083 -0.288 -1.068
H -0.783 4.079 0.368 0.904 1.472 -0.861
H -2.141 3.061 0.117 -0.469 0.182 0.050
H 0.768 3.891 2.143 -0.430 -0.514 0.389
H 1.430 2.254 2.069 -0.180 0.091 0.053
H 0.285 2.569 3.382 0.576 0.755 -0.385
H -1.419 1.125 3.257 0.333 -1.304 0.225
H -2.666 1.465 1.922 0.935 0.232 1.330
H -2.061 2.683 3.201 0.161 -0.817 -1.109
H 0.209 2.974 -0.072 0.193 1.503 0.230
```
Positions in Å, forces in eV/Å.

Results
HOMO-LUMO gap: 0.2899 hartree
E: -1450.6109 a.u.
Energy above the lowest of the compared OMol25 structures with the same formula, charge and spin: 571.61 kJ/mol
Maximum force: 4.13 eV Å⁻¹
SMILES: CC(C)(C)c1cc(-c2csc3nc(=O)cnn23)cc(C(C)(C)C)c1O

***

Repeat the third record exactly.
Molecular formula: C19H23N3O5
Method: DFT, ωB97M-V with the def2-TZVPD basis set

Structure (XYZ):
```
50
Properties=species:S:1:pos:R:3:forces:R:3
C 7.084 0.647 3.902 -0.348 -0.174 -0.283
C 6.510 0.160 2.585 0.479 0.125 -0.169
O 5.138 -0.177 2.794 -0.219 -0.010 0.141
C 4.484 -0.621 1.701 0.025 -0.122 0.044
O 4.985 -0.709 0.605 0.289 0.085 -0.261
N 3.209 -0.989 1.980 -0.072 -0.061 0.135
C 2.321 -1.360 0.902 0.029 0.192 -0.373
C 1.243 -0.282 0.719 0.214 -0.428 -0.277
N 0.560 -0.071 1.975 0.281 0.225 0.038
C -0.714 -0.390 2.279 -0.278 0.044 -0.351
O -1.152 -0.324 3.411 -0.306 -0.140 0.190
C -1.620 -0.848 1.132 -0.199 -0.308 0.344
O -1.578 0.093 0.079 -0.187 0.230 -0.328
C -2.403 -0.087 -0.980 -0.215 -0.356 -0.058
C -3.249 -1.128 -1.154 0.382 0.062 0.553
C -4.093 -1.256 -2.317 -0.044 0.095 -0.207
O -4.857 -2.191 -2.489 -0.022 -0.169 0.165
N -3.990 -0.241 -3.266 -0.205 -0.233 -0.043
C -4.837 -0.358 -4.435 -0.235 -0.183 -0.167
C -3.142 0.828 -3.129 0.475 0.380 0.307
C -3.060 1.831 -4.105 -0.089 -0.071 -0.058
C -2.201 2.895 -3.951 0.032 -0.031 0.086
C -1.393 3.003 -2.823 0.063 0.090 -0.012
C -1.457 2.032 -1.853 -0.110 -0.119 -0.035
C -2.321 0.942 -1.988 0.052 0.203 -0.120
C 1.460 0.329 3.041 0.052 -0.133 0.450
C 2.538 -0.743 3.237 -0.097 0.301 0.230
H 7.005 -0.131 4.656 0.045 -0.051 0.112
H 8.130 0.907 3.768 0.110 0.033 0.007
H 6.541 1.523 4.247 -0.002 0.108 0.067
H 6.573 0.933 1.811 0.007 -0.157 0.096
H 7.042 -0.726 2.221 -0.083 0.151 0.014
H 1.851 -2.319 1.146 -0.022 0.033 -0.051
H 2.918 -1.464 -0.006 -0.119 -0.045 0.093
H 1.724 0.657 0.423 -0.040 -0.056 -0.056
H 0.548 -0.572 -0.064 0.038 0.033 0.035
H -2.633 -0.928 1.543 0.209 0.022 -0.054
H -1.301 -1.842 0.783 -0.053 0.105 -0.027
H -3.353 -1.926 -0.437 0.012 -0.045 0.063
H -4.237 -0.426 -5.343 -0.011 0.049 -0.005
H -5.412 -1.276 -4.314 0.080 0.186 -0.081
H -5.521 0.489 -4.504 0.034 0.021 -0.034
H -3.672 1.779 -4.990 -0.069 -0.042 -0.063
H -2.156 3.655 -4.717 -0.014 0.048 -0.074
H -0.725 3.843 -2.713 0.062 0.068 0.023
H -0.847 2.092 -0.965 0.063 0.034 0.065
H 1.928 1.281 2.770 0.008 -0.028 0.020
H 0.871 0.453 3.951 0.110 0.041 -0.116
H 2.066 -1.674 3.569 0.012 0.069 0.044
H 3.266 -0.423 3.979 -0.125 -0.073 -0.020
```
Positions in Å, forces in eV/Å.

Results
HOMO-LUMO gap: 0.3243 hartree
E: -1278.3470 a.u.
Energy above the lowest of the compared OMol25 structures with the same formula, charge and spin: 164.39 kJ/mol
Maximum force: 0.68 eV Å⁻¹
SMILES: CCOC(=O)N1CCN(C(=O)COc2cc(=O)n(C)c3ccccc23)CC1

***

Question: Among the records above, which one has the lowest E?
Answer: C19H23IN5O3S2Tm